Entry 1:
Here is one molecule with the formula C3H4N2O from OMol25. Energies are from wB97M-V/def2-TZVPD.

```
10
Properties=species:S:1:pos:R:3:forces:R:3
O -0.85409 1.32062 -0.19423 -0.27 0.39 0.39
C 0.83551 0.31393 -0.86501 0.08 -0.44 0.11
C 0.24096 0.64909 0.48067 0.05 0.18 -0.07
N -0.22900 -0.59594 1.01948 -0.27 -0.04 -0.11
N -0.23470 -1.53174 0.08912 0.06 0.37 -0.04
C 0.34473 -1.03330 -0.98905 0.21 -0.03 -0.19
H -0.44495 1.99812 -0.76220 -0.15 -0.31 0.11
H 0.70221 1.29151 1.23395 0.13 -0.20 -0.23
H -0.76162 -0.75746 1.86019 0.05 0.09 -0.12
H 0.40097 -1.65483 -1.87293 0.12 0.01 0.16
```
Forces are in eV/Å.

Computed properties:
**Energy**: -8198.7933 eV
**HOMO energy**: -9.0 eV
**Energy relative to the best compared isomer or geometry (same formula, charge and spin)**: 117.4 kcal/mol
**Maximum force**: 0.012 Eh/bohr

---

Entry 2:
Here is C8H25O6V as an isolated structure at a distorted geometry from OMol25. Energies are from wB97M-V/def2-TZVPD.

```
40
Properties=species:S:1:pos:R:3:forces:R:3
V -15.89726 -5.12057 1.46116 2.41 -3.44 2.38
C -15.43444 -3.75792 4.46842 -0.04 -1.07 -1.76
O -15.01920 -4.72558 3.56757 0.18 0.49 -0.44
H -16.51163 -3.74339 4.30243 -0.80 1.16 0.62
H -15.25479 -3.88472 5.53601 0.13 -0.91 0.61
H -14.92678 -2.80616 4.31174 -0.19 1.06 -0.39
C -13.15347 -6.48554 -0.13634 -1.36 0.94 1.77
O -13.87112 -6.04719 1.00653 0.12 0.23 -1.59
H -13.48268 -5.96802 -1.03739 0.13 0.52 -0.76
H -12.07769 -6.36370 -0.01002 0.52 0.39 -0.07
H -13.24006 -7.53481 -0.41850 -0.46 -0.81 0.27
O -16.11144 -7.08008 2.40565 -1.41 0.59 -0.93
H -16.85307 -7.10234 3.04126 0.57 0.11 -0.22
C -19.79005 -3.23740 2.27029 0.78 -0.97 0.40
C -18.59194 -3.63499 1.34286 -1.33 0.67 0.90
O -17.99571 -4.81487 1.90064 -0.74 1.46 -0.62
H -19.48306 -3.42643 3.29894 0.51 0.60 0.18
H -20.56279 -4.00433 2.21731 -0.49 0.19 -0.71
H -20.19978 -2.22910 2.21078 0.08 -0.15 -0.36
H -17.86351 -2.82558 1.29445 0.10 -0.31 0.22
H -18.97595 -3.81490 0.33873 0.18 -0.18 -0.19
H -18.75757 -5.31125 2.20851 0.54 -0.76 0.24
C -18.42382 -7.28884 -0.41298 0.22 0.99 -0.59
C -17.09112 -6.84463 -1.03030 -0.20 -1.04 -0.15
O -16.66959 -5.52029 -0.70082 -0.27 -0.07 0.56
H -18.40996 -7.20156 0.67343 0.43 -0.22 -0.03
H -18.57609 -8.32639 -0.71032 -0.16 0.00 0.12
H -19.23778 -6.66478 -0.78191 -0.25 -0.06 -0.13
H -17.05506 -6.82128 -2.11945 -0.73 -0.60 -0.25
H -16.40936 -7.64555 -0.74423 0.75 0.61 0.41
H -16.37642 -5.15733 -1.53982 0.36 0.31 0.46
C -13.53284 -2.33430 -0.21911 -0.11 -0.41 -1.16
C -14.32804 -2.64936 1.01900 4.71 1.58 1.36
O -15.55379 -3.10189 0.74200 -2.63 -0.04 -0.94
H -14.09474 -1.64891 -0.85362 -0.43 0.33 -0.11
H -13.40978 -3.21928 -0.84341 0.55 -0.15 0.13
H -12.61316 -1.78069 -0.02990 0.20 -0.49 0.21
H -14.32160 -1.66241 1.48159 -0.63 0.10 0.95
H -13.81263 -3.34157 1.68482 -0.11 -0.21 -0.02
H -15.87241 -2.37170 0.20636 -1.15 -0.48 -0.37
```
Forces are in eV/Å.

Computed properties:
**⟨S²⟩**: 3.76
**Energy**: -46670.7628 eV
**HOMO energy (spin up / spin down)**: -2.3 / -2.6 eV
**Energy relative to the best compared isomer or geometry (same formula, charge and spin)**: 18.6 kcal/mol
**2S+1**: 4
**Maximum force**: 0.100 Eh/bohr
**Charge**: -1

---

Entry 3:
Here is C20H31BeBr6CsI2LiO8P2S2 as an isolated structure at a distorted geometry from OMol25. Energies are from wB97M-V/def2-TZVPD.

```
74
Properties=species:S:1:pos:R:3:forces:R:3
C 1.81167 0.52736 0.52194 -0.08 -0.39 0.64
C 0.35211 0.76896 0.24202 0.32 0.40 -0.32
C -0.00280 1.69656 -0.94148 0.41 -0.32 1.34
I 1.28957 1.73419 -2.62421 0.34 0.85 -0.57
P -0.30232 3.44355 -0.45765 -0.31 1.34 -1.48
C -1.78644 3.49026 0.66338 0.45 -0.26 0.27
C -2.78222 2.37810 0.39339 -0.38 0.36 0.16
C -3.68323 2.72652 -0.78142 0.04 -0.22 0.34
I -3.99015 2.09254 2.15007 -0.02 -0.01 0.12
P 1.40767 4.12490 0.73216 0.62 -0.84 -0.24
S 3.16422 3.92855 -0.12608 -0.04 0.11 0.04
H 2.32624 0.06802 -0.30078 0.19 -0.01 -0.45
H 2.31872 1.40961 0.87554 0.28 0.46 -0.19
H 1.86422 -0.18281 1.33745 0.05 -0.33 0.26
H -0.14533 -0.18112 0.13755 -0.23 -0.36 -0.15
H -0.04415 1.25677 1.12456 -0.42 0.00 0.34
H -0.94372 1.35011 -1.33473 -0.36 0.07 -0.42
H -1.51311 3.58362 1.70240 0.19 -0.27 0.42
H -2.28309 4.41536 0.41311 -0.08 0.45 -0.06
H -2.33623 1.41483 0.23497 0.34 -0.36 0.14
H -3.97847 1.82241 -1.28627 -0.17 -0.25 -0.40
H -4.57888 3.20666 -0.42834 -0.36 0.32 0.01
H -3.18466 3.41080 -1.45254 0.22 0.05 -0.42
H 1.17548 5.47500 0.97892 -0.50 0.09 0.20
H 1.35173 3.50127 1.99256 -0.11 0.20 0.20
C 6.95674 1.27026 0.82782 0.18 0.35 -0.05
C 5.68169 1.65387 0.12905 0.07 1.33 2.59
O 4.98659 0.39370 0.00384 0.60 0.03 0.90
C 5.46219 -0.42345 0.98785 -0.63 0.61 -0.06
O 4.99422 -1.47095 1.26291 0.28 -0.76 -0.07
O 6.55303 0.11640 1.59557 0.29 -0.45 -0.49
H 7.33228 2.06269 1.46589 0.11 -0.09 0.12
H 7.74911 0.96368 0.13261 0.09 0.14 -0.01
H 5.07155 2.34717 0.70173 -0.12 -0.02 0.07
H 5.87136 2.07389 -0.85668 0.21 1.96 5.17
Cs 5.69047 1.21459 -2.38360 -0.42 -2.17 -8.81
C 0.33165 -4.48756 -1.41088 -0.59 -0.26 -0.18
C -0.50308 -4.88268 -2.52234 0.36 0.75 0.21
C -0.79719 -3.78324 -3.54562 0.98 0.22 0.83
O -1.47803 -4.06348 -4.60001 -3.19 0.93 -0.14
C -0.34476 -2.52034 -3.30872 -0.05 0.47 -0.35
C 0.48512 -2.09772 -2.18442 0.14 -0.77 0.24
C 0.88252 -3.19311 -1.19559 -0.06 -0.47 -0.10
O 1.63271 -2.95326 -0.26110 0.10 0.47 0.09
O 0.85956 -0.96500 -1.99862 -0.35 -0.49 -0.12
O -0.97462 -5.98288 -2.69834 -0.27 -0.54 0.04
H 0.58813 -5.22446 -0.65853 0.03 -0.19 -0.23
H -0.65517 -1.77336 -4.03624 0.09 0.23 0.21
C 10.37787 5.66133 -0.66300 0.17 0.36 0.48
Br 8.91233 6.96445 -0.81678 1.04 0.24 0.98
Br 9.80992 3.83712 -0.06419 1.77 0.46 2.39
Br 11.44849 5.59669 -2.27745 0.34 0.23 0.71
H 11.01721 6.02285 0.13445 0.01 -0.05 0.00
Br -4.37527 -1.71125 2.51923 0.03 -0.09 -0.16
C -3.74541 -3.04435 1.25328 -0.19 0.09 0.34
C -2.71271 -2.50623 0.30728 0.11 -0.16 -0.14
Br -3.47371 -1.40028 -1.10859 0.03 0.02 -0.13
H -4.62206 -3.42954 0.74408 0.00 -0.05 -0.08
H -3.30799 -3.82924 1.86457 0.07 -0.06 -0.07
H -2.22634 -3.32683 -0.21450 0.10 -0.06 -0.03
H -1.96660 -1.89797 0.80584 0.03 0.05 0.03
Li 7.85543 -1.88916 0.38783 -0.25 0.02 0.55
Be -3.30358 -3.26873 -4.51517 2.43 -1.24 -0.11
C -9.90454 -3.98602 3.12868 -0.08 -0.09 -0.09
S -8.69336 -2.67468 3.31800 0.23 -0.19 0.13
O -9.43655 -1.39955 3.40093 -0.14 0.21 -0.06
C -8.03008 -2.79638 1.65221 0.02 -0.05 -0.25
H -10.46878 -4.05388 4.05515 0.01 0.04 0.05
H -10.57616 -3.74751 2.30454 0.00 0.05 0.00
H -9.39164 -4.92942 2.94267 0.02 -0.01 0.02
H -8.82583 -2.64232 0.92332 -0.06 0.02 0.05
H -7.57748 -3.77908 1.51265 0.00 -0.02 0.05
H -7.27001 -2.02770 1.53068 -0.01 0.05 0.10
Br 8.60392 4.52094 -2.33881 -3.93 -2.14 -4.36
```
Forces are in eV/Å.

Computed properties:
**Energy**: -515462.1487 eV
**HOMO energy**: -7.9 eV
**Maximum force**: 0.177 Eh/bohr
**Charge**: +1

---

Entry 4:
Here is C5H6N2O as an isolated structure at a distorted geometry from OMol25. Energies are from wB97M-V/def2-TZVPD.

```
14
Properties=species:S:1:pos:R:3:forces:R:3
C -0.28363 1.58927 -1.55491 1.55 0.74 1.94
C -0.68441 -0.71820 -0.59198 1.25 0.02 -1.15
C -0.00631 -1.02244 0.72684 -1.14 1.76 2.48
C 0.22840 -1.53399 2.02079 2.27 0.73 -4.05
C 0.73691 0.26322 0.70278 -1.00 -3.74 -2.42
H -1.62618 0.94422 -2.21060 3.99 2.46 1.54
H -0.47686 2.42794 -0.47841 -0.07 -2.42 -3.85
H 0.74227 2.20964 -2.28440 -3.92 -2.15 1.90
H -0.64545 -1.49333 -1.38658 -0.25 0.32 0.62
H -1.53481 -0.04647 -0.71647 -1.04 -1.24 1.06
H 0.26921 -2.47456 2.53630 -1.09 -0.40 0.00
N 0.37832 0.31743 -0.87760 -0.11 2.43 1.03
N 1.56601 0.42385 1.68524 -0.39 -1.45 -0.23
O 1.33652 -0.88657 2.42900 -0.04 2.91 1.12
```
Forces are in eV/Å.

Computed properties:
**Energy**: -10299.5194 eV
**HOMO energy**: -9.4 eV
**Energy relative to the best compared isomer or geometry (same formula, charge and spin)**: 232.5 kcal/mol
**Maximum force**: 0.096 Eh/bohr

---

Entry 5:
Here is a 4-piece molecular cluster, C22H52BrN6O4 overall at a distorted geometry from OMol25. Energies are from wB97M-V/def2-TZVPD.

```
85
Properties=species:S:1:pos:R:3:forces:R:3
N -0.40022 2.72059 -4.55620 0.24 -0.29 0.56
C 0.90770 2.04064 -4.46973 -0.50 0.96 -1.43
C 1.52795 1.92384 -5.89974 -0.14 -0.85 0.31
C 2.33457 0.62076 -6.09771 0.01 0.80 0.52
C 3.47170 0.46748 -5.06516 0.06 0.23 -0.82
C 4.56641 1.55003 -5.23509 0.06 -0.90 -0.11
C 5.39241 1.82431 -4.01103 -0.57 0.84 -0.53
N 5.63714 3.08483 -3.61144 -0.04 0.32 0.12
C 6.38002 3.05468 -2.46630 1.20 0.48 1.74
O 6.82234 4.09336 -1.71846 -0.81 0.24 -0.83
C 6.62860 1.77638 -2.15164 -0.35 -1.09 -0.52
Br 7.57642 1.04217 -0.72723 -0.18 0.34 -0.44
N 5.98254 1.02337 -3.13930 0.20 -1.18 0.39
C 5.98813 -0.46404 -3.12649 -0.10 0.83 -0.42
C 5.00368 -1.09731 -2.07061 -0.54 -0.76 0.87
N 3.88605 -1.83740 -2.67987 0.77 0.23 -0.14
N 4.44829 -0.10774 -1.17077 0.84 0.73 -0.48
N 5.73195 -2.05080 -1.23070 -0.24 0.15 -0.60
H -1.14315 2.05114 -4.70740 -0.02 0.12 -0.14
H -0.39584 3.39059 -5.31432 -0.15 -0.02 0.05
H 1.52924 2.68348 -3.83473 0.16 -0.55 0.18
H 0.75341 1.03766 -4.06373 0.16 0.22 0.27
H 0.67681 1.86755 -6.58644 0.19 0.12 -0.03
H 2.09954 2.81817 -6.17570 -0.09 -0.08 0.10
H 2.71867 0.58035 -7.12295 0.00 -0.19 0.15
H 1.63319 -0.20553 -5.93517 0.20 -0.02 -0.22
H 3.94080 -0.49575 -5.27403 -0.17 -0.09 0.54
H 3.03952 0.52305 -4.06424 0.15 -0.24 -0.02
H 4.08086 2.46197 -5.59210 0.38 0.14 0.29
H 5.24327 1.20041 -6.02594 -0.08 0.25 0.01
H 5.33179 3.92759 -4.07680 -0.05 -0.09 -0.04
H 6.30215 4.08132 -0.90129 0.23 0.27 0.08
H 5.77264 -0.76485 -4.15337 -0.17 -0.13 0.21
H 7.02914 -0.74324 -2.95520 -0.20 -0.02 0.24
H 4.09641 -2.12430 -3.62797 -0.27 -0.12 0.00
H 3.07017 -1.24360 -2.65256 -0.13 -0.21 -0.23
H 3.94965 -0.53763 -0.40342 -0.03 -0.08 -0.11
H 3.89657 0.59372 -1.65049 -0.25 -0.14 0.19
H 5.59574 -2.98144 -1.60592 0.16 -0.02 0.17
H 6.71320 -1.81547 -1.16274 -0.01 -0.20 0.15
C -1.15028 -1.53244 1.92930 0.09 -0.12 0.08
C -0.47408 -1.03756 0.66444 -0.21 -0.03 0.03
O 0.93905 -0.94019 0.76770 0.22 0.24 -0.12
C 1.62848 -2.14812 1.03987 -0.01 -0.13 0.00
C 1.44147 -3.21201 -0.02697 -0.20 0.01 -0.05
H -0.85909 -0.92139 2.78549 -0.02 0.05 -0.04
H -2.23525 -1.49197 1.81958 0.01 -0.01 -0.03
H -0.87759 -2.56465 2.15593 -0.08 -0.02 -0.03
H -0.82891 -0.03053 0.44168 0.16 0.05 -0.01
H -0.75114 -1.66034 -0.19340 -0.01 -0.06 0.04
H 1.35355 -2.53216 2.02743 -0.03 -0.04 -0.02
H 2.68681 -1.88275 1.09520 -0.03 0.10 0.03
H 0.40998 -3.56412 -0.07649 0.02 -0.03 0.06
H 2.07511 -4.07438 0.18237 0.03 0.03 -0.01
H 1.70135 -2.81267 -1.00877 0.09 -0.05 0.01
C -7.29751 -3.23598 1.40183 -0.05 0.19 -0.02
C -5.85802 -3.10874 1.86932 -0.12 -0.10 0.08
O -5.14395 -2.05819 1.24169 0.27 -0.03 -0.17
C -5.65146 -0.74969 1.43872 -0.06 0.13 0.11
C -5.67489 -0.31618 2.89431 -0.06 -0.17 0.03
H -7.34124 -3.32147 0.31488 0.03 -0.06 0.01
H -7.76251 -4.11797 1.84325 0.03 -0.01 0.00
H -7.89367 -2.36759 1.68696 -0.02 -0.05 0.06
H -5.32196 -4.02589 1.62212 0.11 0.09 -0.07
H -5.80967 -3.00533 2.95898 -0.07 0.03 0.00
H -6.64453 -0.65327 0.98615 -0.03 0.00 0.05
H -4.99001 -0.08502 0.88013 0.06 -0.13 -0.07
H -6.37563 -0.90913 3.48313 -0.03 0.08 0.02
H -5.97769 0.72844 2.97465 0.02 0.00 0.00
H -4.68860 -0.43173 3.34683 0.00 0.05 -0.01
C -5.07656 0.77957 8.68239 -0.01 0.19 -0.04
C -4.75657 0.21395 7.30934 0.07 -0.02 0.14
O -5.47516 0.82933 6.25585 -0.15 -0.14 -0.17
C -5.26068 2.21646 6.07610 0.07 0.11 -0.01
C -3.82049 2.57583 5.75108 0.10 -0.10 0.12
H -6.15143 0.75164 8.86690 0.01 -0.06 0.00
H -4.57128 0.20213 9.45725 -0.01 -0.02 -0.02
H -4.75419 1.81792 8.77767 0.05 -0.03 0.04
H -5.03427 -0.84042 7.28622 -0.08 0.03 -0.14
H -3.67909 0.25532 7.11195 0.01 0.05 0.05
H -5.61443 2.77435 6.95000 0.06 0.02 0.02
H -5.89717 2.51186 5.24082 -0.07 -0.13 0.02
H -3.15137 2.36134 6.58613 0.00 0.06 0.01
H -3.73761 3.63962 5.52488 -0.03 -0.01 -0.01
H -3.46728 2.00379 4.89105 -0.05 0.03 -0.03
```
Forces are in eV/Å.

Computed properties:
**Energy**: -110823.0126 eV
**HOMO energy**: -10.8 eV
**Energy relative to the best compared isomer or geometry (same formula, charge and spin)**: 0.0 kcal/mol
**Maximum force**: 0.042 Eh/bohr
**Charge**: +1